## A
The following is a DFT calculation (ωB97M-V with the def2-TZVPD basis set) of a 3-piece molecular cluster, C3H11NO4 overall.

Geometry as XYZ:
```
19
Properties=species:S:1:pos:R:3:nbo_charge:R:1
N -0.53427 -0.25534 -0.45277 -0.867
C -0.01961 -0.37523 0.90631 -0.192
C -0.61875 0.76006 1.76104 0.448
O 0.07071 1.41002 2.49074 -0.517
C 1.46057 -0.53535 1.07229 -0.085
O 1.99817 -1.67950 0.42726 -0.727
H -0.63285 -1.17008 -0.86766 0.371
H -0.02550 0.34591 -1.09388 0.386
H -0.51471 -1.30562 1.30490 0.211
H -1.71122 0.80491 1.54488 0.131
H 2.02512 0.35829 0.76974 0.168
H 1.81269 -0.61864 2.09772 0.203
H 2.20469 -1.53307 -0.49605 0.469
O -3.88995 -0.10639 -0.24065 -0.944
H -3.88725 -1.05180 -0.39788 0.461
H -3.03746 0.15115 -0.62190 0.480
O 1.48842 1.32232 -2.80561 -0.948
H 1.35612 2.26150 -2.58858 0.476
H 2.45508 1.21686 -2.80989 0.475
```

molecular weight	125.124	g/mol
charge	0
SMILES	N[C@H](C=O)CO.O.O

## B
The following is a DFT calculation (ωB97M-V with the def2-TZVPD basis set) of C3H11NO4 as an isolated structure.

Geometry as XYZ:
```
19
Properties=species:S:1:pos:R:3:nbo_charge:R:1
C 0.16012 0.71977 -1.83019 -0.346
N 0.29450 -0.56368 -1.04785 -0.771
C 1.41180 -0.85561 -0.26041 0.598
C 1.77587 -0.20898 0.97332 0.197
O 0.76056 -0.30250 1.93789 -0.633
O 2.18568 1.22008 0.85743 -0.726
H 0.37806 1.50053 -1.20434 0.210
H -0.82131 0.76783 -2.26573 0.259
H 0.98298 0.73246 -2.47907 0.186
H -0.59750 -0.96947 -0.77663 0.487
H 2.81165 -0.57650 1.32371 0.187
H 2.08495 -1.44121 -0.81118 0.188
H -0.02486 -0.06887 1.40890 0.530
H -2.77265 -0.26117 0.33235 0.505
H -3.17895 -1.98809 0.06263 0.432
O -3.34390 -1.14191 -0.29449 -1.068
H -2.37291 1.22651 1.46985 0.447
H 2.28821 1.58646 1.72611 0.499
O -2.02229 0.62434 0.87770 -1.182
```

molecular weight	125.124	g/mol
charge	0

The least stable of the structures above is B, whereas A is the most stable.